(1)
C26H40Br6N4O | the ωB97M-V functional and the def2-TZVPD basis

E_LUMO (alpha / beta): -3.76 / -7.76 eV
Frontier orbital gap (alpha / beta): 0.2334 / 0.0866 Eh
⟨S²⟩: 0.762
E_HOMO (alpha / beta): -0.3716 / -0.3716 hartree

```
! wB97M-V def2-TZVPD RIJCOSX def2/J DEFGRID3
* xyz 1 2
C 2.69737 5.09418 -3.23509
H 2.78256 -1.56402 0.27201
C 3.45846 -2.40625 0.12402
N 3.97881 5.57023 -2.99647
H -3.24888 -2.27789 -1.18164
H -0.36692 3.68593 0.14758
H -3.38515 -2.95917 3.93144
H 3.39293 -2.84561 -0.87135
C -3.78240 -1.37233 -0.89281
C -1.14318 3.50082 -0.59487
H 5.51036 4.58029 -1.82353
H 0.73395 -3.59064 2.88783
C -0.56633 -1.13178 -0.06217
H -1.25357 -1.95740 0.04941
C 0.85151 0.49654 -0.89173
Br 4.48715 -4.96950 0.19722
H -5.82724 -1.04490 1.72259
H -3.31265 -0.55613 -1.44167
H -2.19895 -2.72562 5.88304
H 0.63626 -0.19155 -4.61681
H 1.20214 1.22761 1.00308
N 2.09504 0.70620 3.99333
C -2.32665 -3.17356 3.93484
H -0.57579 3.20802 -1.47829
H 4.38214 6.46753 -3.22512
Br 5.25026 -1.45081 0.28976
H 1.82722 0.21970 4.83695
H -0.12256 -0.89736 -2.25559
H 2.39871 3.15407 1.88687
H 1.56104 3.36537 -2.90099
C -6.04561 -1.62283 -0.31568
C 2.52771 3.81466 -2.72754
C 0.40193 -0.94684 -5.36696
N -1.65996 -3.02340 5.08247
C 3.40753 -3.53453 1.10281
C -1.09132 -0.71645 -5.35203
H -3.76761 -2.16089 1.19181
H 1.02977 -0.72031 -6.22870
H 1.84120 5.59455 -3.66287
H 1.56411 1.11074 -1.42215
C 1.63920 1.81162 3.39802
H -3.33555 -0.43343 0.96099
C -2.17684 2.44220 -0.40231
H -1.81283 1.42408 -0.26427
H 0.77318 2.38550 3.69308
H -5.42370 0.30049 0.62559
C -0.04772 -0.53469 -1.24107
Br -1.44329 1.04420 -6.10438
Br -3.43056 2.59294 -1.90471
O -5.12323 -1.43155 -1.37182
H -0.09298 -0.57576 2.04807
C -0.10225 -0.46411 0.97389
H 0.47850 -3.48864 5.52895
C 2.50637 2.22988 2.43522
N 0.69806 0.56138 0.43551
C -3.99010 -1.24528 0.64386
Br 0.64405 -2.80294 -4.63206
H -1.50083 -1.48351 -6.00931
H 3.88352 2.43787 -1.73583
C 4.54202 4.51842 -2.29775
H -1.74041 -3.43080 1.89146
H 3.68821 -0.60539 3.60066
C -5.41766 -0.78270 0.74709
H 2.42012 -3.96962 1.25709
Br -1.92639 5.30262 -0.94981
H 4.29460 1.32982 1.56745
H 3.85953 -3.33688 2.07478
H -6.15296 -2.68470 -0.09427
C -0.36575 -3.39102 4.86253
C 3.17910 0.29002 3.27594
C -0.16816 -3.49576 3.47401
C -1.45528 -3.41210 2.93297
H -7.05818 -1.32871 -0.59190
C 3.49379 1.25342 2.28804
H -2.79580 2.55295 0.48804
C 3.72856 3.41262 -2.17429
H -1.61160 -0.94889 -4.42284
*
```

Results of the Löwdin charge analysis, in e, for atoms 1 through 6:
1 C 0.042
2 H 0.027
3 C -0.631
4 N 0.142
5 H 0.107
6 H 0.046

=====

(2)
C4H5N | the ωB97M-V functional and the def2-TZVPD basis

ΔE to the lowest compared entry with this formula, charge and spin: 362.2 kJ/mol
E_LUMO: 0.72 eV
SMILES: [H]/N=c1/cc1C
Frontier orbital gap: 0.3438 Eh
E_HOMO: -0.3173 hartree

```
! wB97M-V def2-TZVPD RIJCOSX def2/J DEFGRID3
* xyz 0 1
C 1.25362 0.03637 -0.04862
N 2.19738 -0.52599 0.56624
H -2.01430 0.60803 0.98148
C -0.16455 0.22135 -0.22184
H 1.86477 -1.04512 1.47910
H -2.11747 -0.40177 -0.82236
C -1.51865 -0.25563 0.11703
H 1.00681 1.57931 -1.85700
H -1.22106 -1.07712 0.84084
C 0.71345 0.86056 -1.03488
*
```

Results of the Löwdin charge analysis, in e, for atoms 1 through 6:
1 C -0.439
2 N 0.052
3 H 0.171
4 C -0.190
5 H 0.076
6 H 0.089

=====

(3)
C5H11HoNP | the ωB97M-V functional and the def2-TZVPD basis

ΔE to the lowest compared entry with this formula, charge and spin: 84.0 kJ/mol
E_LUMO (alpha / beta): 0.31 / 0.10 eV
Frontier orbital gap (alpha / beta): 0.1435 / 0.2258 Eh
⟨S²⟩: 6.098
E_HOMO (alpha / beta): -0.1323 / -0.2221 hartree

```
! wB97M-V def2-TZVPD RIJCOSX def2/J DEFGRID3
* xyz 0 5
P 0.00616 -2.23578 1.08785
H -0.20718 -3.40166 0.28201
H 0.12423 1.74386 2.44129
H -1.59056 1.96457 -2.57283
H 0.16993 2.94079 -0.62269
C 0.62463 -0.39002 -1.53860
H 1.27423 -2.66397 1.65215
H 2.04781 1.15351 -0.25802
H -0.78214 0.42761 3.02743
H -0.83964 -2.64317 2.18146
H -1.31150 -0.78892 -2.59589
H 0.80262 -1.49168 -1.59911
C 1.12781 0.86688 -0.85694
C 0.12835 1.94530 -1.13248
H 0.77622 0.17223 2.41306
C -0.61554 -0.00456 -2.18931
C -0.78068 1.41861 -2.10655
N -0.08646 0.73836 2.33488
Ho -0.86831 0.24804 0.05229
*
```

Results of the Löwdin charge analysis, in e, for atoms 1 through 6:
1 P 0.575
2 H -0.119
3 H 0.051
4 H 0.096
5 H 0.109
6 C -0.290

=====

Number 1: DFT total energy -16752.6122 a.u.. Number 2: DFT total energy -210.0258 a.u.. Number 3: DFT total energy -1541.0473 a.u..